114
Properties=species:S:1:pos:R:3:forces:R:3:mulliken_charge:R:1 method="wB97M-V/def2-TZVPD" smiles="CCOCCCCCc1ccc(C[C@H](C)F)c2c1C(=O)C=C(CN)C2=O.CCOC(=O)OC.CCOC(=O)OC.CCOC(=O)OC.CCOC(=O)OC" e_tot_ha=-2728.7900
C 11.1435 -0.9133 -1.4184 -0.27 -0.06 0.20 -0.85
C 9.5791 -1.3813 -1.4416 1.71 -0.66 0.73 -0.24
O 8.8604 -0.8274 -2.5608 -0.43 -0.22 1.65 -0.30
C 7.4148 -0.9395 -2.3750 -0.02 0.20 -0.93 -0.45
C 6.7296 0.1011 -3.4266 1.11 0.32 0.65 -0.59
C 5.5235 0.9532 -2.7854 -0.27 -0.34 -0.34 -0.36
C 4.0624 0.5841 -3.4237 1.02 -0.78 0.34 -0.53
C 3.2714 -0.3681 -2.3899 -1.09 0.45 -0.33 -0.02
C 1.6478 -0.1958 -2.4614 -3.19 -0.24 -0.16 0.63
C 0.9368 1.2140 -2.7745 -2.48 -3.61 0.54 -0.72
C -0.6111 1.2931 -2.8671 2.02 -2.58 0.59 -0.95
C -1.5495 0.0413 -2.6602 3.17 -0.35 0.18 0.36
C -3.1172 0.2893 -2.8368 0.63 1.53 0.37 -0.54
C -3.5232 1.4908 -1.8088 -0.98 -0.01 0.32 0.36
C -4.9876 1.3252 -1.1810 0.07 -0.29 0.57 -1.05
F -3.5051 2.7882 -2.4982 0.24 -1.91 0.74 -0.41
C -0.8769 -1.3145 -2.3082 1.21 2.45 -0.50 0.50
C 0.6961 -1.4229 -2.2157 -0.68 2.09 -0.57 -0.36
C 1.2872 -2.8759 -1.8558 1.21 -0.83 0.79 0.01
O 2.3632 -3.0718 -1.2338 -3.34 1.04 -2.16 -0.58
C 0.4316 -4.1664 -2.2772 -2.85 2.31 0.02 -0.65
C -0.9973 -4.0381 -2.3576 2.88 -0.45 0.11 0.63
C -1.8026 -5.3846 -2.7417 1.01 0.03 0.91 -1.01
N -1.6123 -5.7463 -4.1890 -0.78 1.06 0.72 -0.61
C -1.7211 -2.6315 -2.0327 -0.89 -1.06 0.62 0.42
O -2.8808 -2.6954 -1.5508 3.57 0.70 -1.81 -0.60
H 11.8204 -1.8387 -1.2846 -1.07 1.48 -0.46 0.25
H 11.4172 -0.3411 -2.3822 -0.42 -0.97 1.60 0.25
H 11.3466 -0.2585 -0.4874 -0.38 -0.83 -1.69 0.23
H 9.6188 -2.5380 -1.4785 -0.49 1.69 -0.07 0.23
H 9.1601 -1.0804 -0.4136 0.10 -0.34 -1.64 0.27
H 7.1494 -2.0324 -2.6070 0.01 1.51 0.49 0.24
H 7.1409 -0.6714 -1.2938 0.32 -0.38 -1.49 0.30
H 6.4783 -0.4297 -4.4052 0.10 0.71 1.38 0.31
H 7.5732 0.8531 -3.6739 -1.25 -1.33 0.36 0.26
H 5.7442 2.0693 -2.9565 -0.39 -1.72 0.46 0.34
H 5.5188 0.7070 -1.6550 -0.11 0.80 -1.78 0.19
H 3.4802 1.5097 -3.7549 0.85 -1.34 0.59 0.30
H 4.3124 -0.0687 -4.3472 -0.77 1.29 1.29 0.31
H 3.5554 -0.1160 -1.2965 -0.28 -0.58 -1.85 0.24
H 3.5877 -1.4500 -2.6479 -0.81 1.75 0.83 0.30
H 1.5628 2.1492 -2.9407 -1.00 -1.49 0.25 0.21
H -1.0870 2.3173 -3.0969 0.76 -1.91 0.40 0.32
H -3.7780 -0.6173 -2.6414 1.19 1.17 -0.32 0.33
H -3.3226 0.7309 -3.8874 0.35 -0.98 1.62 0.36
H -2.7641 1.5825 -0.9542 -1.01 -0.14 -1.38 0.31
H -5.8324 1.7599 -1.8127 1.42 -0.53 0.60 0.36
H -5.2062 0.2101 -1.0133 0.21 1.84 -0.42 0.29
H -5.0315 1.8099 -0.1358 0.12 -0.65 -1.72 0.27
H 0.9955 -5.1363 -2.4689 -0.86 1.44 0.52 0.39
H -2.9175 -5.3343 -2.4421 1.93 -0.01 -0.66 0.31
H -1.2825 -6.2286 -2.1430 -1.07 1.43 -0.74 0.33
H -0.6598 -5.5023 -4.5088 -0.84 -0.08 0.36 0.31
H -2.2878 -5.1607 -4.7001 0.67 -0.44 -0.09 0.27
C -3.6034 -0.1883 5.8069 0.16 -0.23 -0.10 -0.97
C -4.8706 0.2673 5.1088 0.07 -0.09 0.63 -0.20
O -4.6385 0.4811 3.7104 -0.18 -0.23 -0.43 -0.38
C -4.5923 -0.6294 2.9553 0.19 0.10 0.09 0.69
O -4.7369 -1.7623 3.3461 -0.02 0.46 -0.19 -0.56
O -4.3302 -0.2613 1.6888 -0.23 -0.01 0.49 -0.16
C -4.1638 -1.3587 0.7907 0.14 -0.36 -0.28 -0.24
H -2.7842 0.5085 5.6107 -0.13 0.06 0.08 0.22
H -3.7600 -0.2582 6.8856 0.01 0.07 -0.07 0.33
H -3.2817 -1.1670 5.4435 -0.14 0.05 0.04 0.33
H -5.1886 1.2267 5.5242 0.04 0.01 -0.35 0.28
H -5.6920 -0.4383 5.2617 0.16 -0.03 -0.19 0.32
H -5.0121 -2.0452 0.8390 0.15 0.03 0.13 0.32
H -3.2319 -1.8820 1.0139 -0.18 -0.06 0.02 0.37
H -4.1023 -0.9606 -0.2199 0.16 0.00 0.40 -0.48
C 5.6009 5.4882 2.8515 -0.27 -0.12 0.14 -1.10
C 5.9110 5.2301 1.3891 0.18 0.54 0.31 -0.18
O 5.4948 3.9148 1.0003 -0.39 -0.18 -0.33 -0.34
C 4.1791 3.7681 0.7731 0.13 -0.02 0.22 0.74
O 3.3414 4.6332 0.8569 0.32 -0.35 -0.13 -0.56
O 3.9514 2.4802 0.4600 0.21 0.40 -0.03 -0.29
C 2.5715 2.1653 0.2807 -0.44 -0.13 -0.04 -0.56
H 6.0269 4.7014 3.4795 0.12 0.11 -0.09 0.29
H 6.0041 6.4528 3.1674 0.01 -0.07 -0.05 0.36
H 4.5236 5.4914 3.0325 0.08 0.09 -0.11 0.31
H 6.9916 5.2758 1.2338 -0.14 -0.31 -0.11 0.29
H 5.4597 5.9866 0.7409 -0.13 -0.21 0.07 0.31
H 2.1010 2.8417 -0.4362 0.05 0.04 0.22 0.29
H 2.0586 2.2049 1.2443 -0.05 0.13 -0.15 0.40
H 2.4989 1.1519 -0.1137 0.25 0.13 0.15 -0.01
C -7.2825 -2.0731 -7.9549 0.15 -0.28 0.11 -1.11
C -6.5255 -0.7586 -7.9359 -0.48 -0.14 -0.45 -0.17
O -5.6504 -0.6863 -6.8028 0.58 -0.01 0.07 -0.37
C -4.5026 -1.3745 -6.9139 -0.31 -0.08 0.00 0.58
O -4.1513 -2.0239 -7.8686 -0.06 0.31 0.40 -0.56
O -3.8210 -1.2365 -5.7621 -0.21 0.07 -0.36 -0.11
C -2.6155 -1.9968 -5.7120 0.42 -0.17 0.12 -0.37
H -7.7986 -2.2334 -7.0046 -0.06 0.14 -0.10 0.29
H -8.0158 -2.0848 -8.7642 0.04 0.05 0.07 0.36
H -6.6042 -2.9178 -8.0950 -0.02 0.13 -0.09 0.31
H -7.2345 0.0670 -7.8376 0.26 0.00 0.26 0.29
H -5.9707 -0.5985 -8.8646 0.11 -0.12 0.20 0.31
H -1.9814 -1.7956 -6.5780 -0.18 -0.12 0.02 0.36
H -2.8513 -3.0616 -5.6461 0.04 0.08 -0.19 0.14
H -2.0707 -1.7057 -4.8126 -0.26 0.14 -0.05 0.03
C -3.7361 1.4558 12.8397 -0.01 0.30 -0.14 -1.09
C -2.9437 0.3368 12.1904 -0.10 0.04 0.64 -0.17
O -2.9884 0.4383 10.7614 0.37 0.12 -0.37 -0.34
C -2.1753 1.3611 10.2216 -0.23 0.04 0.11 0.69
O -1.4221 2.0863 10.8246 -0.24 -0.33 -0.28 -0.56
O -2.3657 1.3562 8.8901 0.07 -0.14 0.44 -0.20
C -1.6242 2.3594 8.1986 0.22 0.29 -0.33 -0.62
H -4.7548 1.4850 12.4444 0.04 -0.15 0.10 0.29
H -3.7786 1.3208 13.9227 0.00 -0.04 -0.08 0.35
H -3.2865 2.4297 12.6332 0.07 -0.13 0.06 0.31
H -3.3932 -0.6244 12.4507 0.03 0.05 -0.35 0.29
H -1.9094 0.3158 12.5451 -0.07 0.14 -0.20 0.30
H -0.5626 2.3141 8.4506 -0.18 0.06 0.11 0.33
H -2.0325 3.3464 8.4270 0.17 -0.07 0.08 0.31
H -1.7318 2.1782 7.1284 -0.17 -0.18 0.20 0.13


112
Properties=species:S:1:pos:R:3:forces:R:3:mulliken_charge:R:1 method="wB97M-V/def2-TZVPD" e_tot_ha=-5871.9201 total_charge=-1
Zn -0.5981 0.0077 0.2974 0.23 0.68 0.22 0.47
C -1.3840 1.0063 -4.5734 -0.30 0.61 0.39 -1.45
C -0.9168 0.9927 -3.1023 1.58 -0.38 0.58 0.25
C -0.3765 2.3352 -2.6218 0.68 1.10 -0.63 1.30
C 0.5109 3.1078 -3.4341 -1.59 0.63 2.89 -0.92
C 0.9807 4.3416 -2.9399 0.29 -0.73 0.89 -0.86
C 0.6670 4.8193 -1.6324 -0.37 -0.79 -1.42 -0.60
C -0.2551 4.0872 -0.8560 -0.26 0.65 -0.39 1.39
C -0.7928 4.7866 0.4311 1.31 -0.41 -1.48 0.30
C -0.9918 6.3081 0.1355 1.22 -0.24 0.46 -1.35
C -0.7374 2.8244 -1.3574 0.79 1.21 -0.61 -1.50
N -1.4304 1.9391 -0.5725 -2.94 -1.04 3.69 -0.15
C -2.4932 2.2699 0.2237 1.72 0.36 -2.34 -0.56
C -2.7966 1.5706 1.3983 0.73 -2.98 0.48 -0.29
C -3.5666 1.8642 2.5354 1.00 -0.41 0.46 -0.90
C -2.9895 1.1567 3.6116 -1.17 0.28 0.10 -0.64
C -2.0483 0.2981 3.0552 0.38 -0.16 0.61 -0.81
N -1.9509 0.4139 1.7346 -0.14 2.82 -0.11 0.94
H -2.0417 0.1638 -4.7814 0.16 -0.11 -0.06 0.41
H -0.5482 1.0090 -5.2578 0.22 -0.18 -0.28 0.36
H -1.9683 1.9346 -4.8062 0.43 -0.70 0.44 0.32
H -0.0221 0.2731 -2.8473 -1.58 0.74 -0.95 -0.12
H -1.7267 0.6534 -2.4548 -0.01 0.22 -0.13 0.03
H 0.6775 2.7174 -4.3890 0.72 -0.11 -1.41 0.49
H 1.7178 4.9080 -3.4855 -0.01 0.10 -0.40 0.38
H 1.1153 5.8073 -1.3467 -0.68 -1.23 -0.02 0.15
H -0.0069 4.5923 1.1750 -0.43 0.27 0.26 0.19
H -1.7182 4.2931 0.7364 0.38 0.56 0.21 0.25
H -1.4534 6.4338 -0.8543 -0.27 0.14 0.58 0.35
H -0.0428 6.9297 0.1183 -0.82 -1.08 -0.04 0.26
H -1.5279 6.7129 0.9831 -0.67 0.36 -0.16 0.45
H -3.0678 3.1962 -0.0414 0.41 -0.93 0.35 0.77
H -4.4838 2.3978 2.5509 -0.28 0.91 0.08 0.49
H -3.2360 1.1953 4.6883 -0.03 -0.01 -0.95 0.41
H -1.4277 -0.3319 3.7067 -0.13 -0.12 -0.85 0.41
C -1.5909 -2.5515 -1.4968 0.56 2.07 0.37 -0.41
C -1.9829 -4.0180 -1.4890 -0.32 -1.09 0.19 -0.54
N -1.9085 -4.5663 -0.1053 1.92 -0.27 -1.30 -0.14
C -2.7067 -3.7589 0.7370 -1.23 -0.34 1.79 -0.86
C -2.2824 -2.3024 0.8528 -2.08 1.36 -0.45 0.42
N -1.1702 -2.0562 -0.0903 0.88 -1.22 -0.87 0.69
C -0.0398 -3.0234 0.3406 -1.60 2.22 0.60 -0.10
C -0.5101 -4.4552 0.3591 -0.61 -1.09 0.96 -1.01
H -2.3232 -1.8040 -1.8745 -0.08 -0.91 0.35 0.29
H -0.7141 -2.4058 -2.1234 0.29 0.10 0.01 0.36
H -1.3585 -4.6549 -2.1625 -0.17 0.63 0.58 0.29
H -3.0077 -4.1383 -1.8322 -0.06 0.08 0.11 0.06
H -2.7316 -4.2043 1.7461 0.07 -0.04 -0.24 0.29
H -3.7111 -3.8257 0.3593 -0.55 0.12 -0.13 0.15
H -2.0967 -1.9542 1.8997 0.44 -0.54 -1.04 0.15
H -3.1848 -1.6775 0.5084 1.48 -0.65 0.44 -0.27
H 0.1377 -2.5893 1.3160 0.83 -0.43 0.45 0.18
H 0.7750 -2.8450 -0.3172 0.84 0.15 -0.49 0.30
H -0.4644 -4.9000 1.3979 -0.03 0.53 -0.99 0.33
H 0.1434 -5.0538 -0.2644 -0.01 -0.26 -0.22 0.41
O -6.2830 -4.8468 -3.5427 -0.10 -0.90 1.06 -0.67
S -6.2585 -4.7680 -2.0919 0.39 1.81 0.84 1.01
O -6.0116 -5.8427 -1.1717 0.07 -1.42 -0.85 -0.64
N -5.2053 -3.5856 -1.6529 -0.62 1.58 -0.31 -0.26
C -5.8430 -2.4712 -1.2535 0.74 -1.25 0.07 0.42
S -5.2013 -0.9724 -0.8839 0.40 0.20 -0.06 -0.50
C -7.2909 -2.6866 -1.0485 -2.63 -0.61 -1.11 0.12
C -8.3095 -1.7607 -0.7321 1.72 -0.24 0.58 -0.59
C -9.6212 -2.2062 -0.6666 -0.95 0.38 0.16 -0.50
C -9.9894 -3.5009 -1.0586 -0.91 0.01 0.13 -0.26
C -9.0247 -4.3840 -1.5357 -0.06 0.29 0.46 -0.73
C -7.7110 -3.9609 -1.4783 0.41 0.86 -0.43 0.31
H -7.9147 -0.7608 -0.4758 -0.79 -0.43 -0.09 0.35
H -10.4376 -1.5401 -0.3154 0.77 -0.35 -0.32 0.31
H -11.0784 -3.7922 -0.9952 1.40 0.28 -0.16 0.29
H -9.2863 -5.3668 -1.8960 0.01 -0.09 -0.07 0.40
C 5.0485 1.9503 -1.8466 0.15 1.96 -1.48 -0.96
Si 4.8866 0.3169 -1.0373 -1.05 -0.56 -0.04 0.53
C 6.5491 -0.5327 -1.0558 1.93 -0.03 -0.03 -0.95
C 3.5332 -0.6129 -2.0015 0.51 -0.51 0.77 -0.35
Si 4.1244 0.7711 1.1337 -0.46 -1.07 0.27 -0.03
Te 1.6638 1.3775 1.3768 -0.34 -0.59 -0.68 -0.92
Si 4.3779 -1.2990 2.3583 -1.53 -0.06 -0.45 0.52
C 2.9172 -1.4592 3.5854 0.39 0.41 0.45 -0.87
C 4.0176 -2.6866 1.1481 0.30 -1.17 -0.80 -0.44
C 6.0121 -1.5545 3.1577 1.55 0.76 0.86 -1.09
Si 5.0751 2.6245 2.1528 -0.48 0.99 -0.31 0.48
C 6.8145 3.0903 1.6603 0.60 -0.58 -1.10 -1.07
C 3.9831 4.0858 1.7020 -0.63 0.18 -0.83 -0.95
C 5.1251 2.3595 3.9526 -0.03 -2.11 2.93 -1.06
H 5.3232 1.8439 -2.9303 0.21 -0.05 0.80 0.36
H 5.8409 2.5750 -1.3412 -0.83 -0.43 -0.57 0.20
H 4.0897 2.5460 -1.9496 0.90 -0.65 0.69 0.12
H 6.8615 -1.0478 -0.1233 -0.56 0.02 -0.43 0.27
H 7.3018 0.3195 -1.0848 -0.67 -0.91 -0.33 0.27
H 6.7623 -1.2449 -1.9145 -0.35 0.98 0.90 0.31
H 3.8250 -1.1036 -2.9322 0.28 0.11 0.03 0.51
H 2.8131 0.1638 -2.2486 -0.51 -0.21 0.20 -0.13
H 3.1529 -1.4079 -1.3203 -0.27 0.65 -0.56 -0.13
H 2.2400 -0.5823 3.3744 0.39 -1.10 0.43 0.03
H 3.3514 -1.3703 4.6069 -0.47 0.12 -0.41 0.30
H 2.3873 -2.4415 3.5520 0.30 0.81 -0.21 0.28
H 2.9881 -2.5609 0.8336 -0.49 0.07 0.04 -0.36
H 4.0920 -3.7548 1.5082 0.05 1.14 0.02 0.38
H 4.5657 -2.6567 0.1936 0.20 0.05 0.30 0.29
H 6.8193 -0.9579 2.6679 -0.43 -0.73 -0.05 0.30
H 6.3311 -2.6017 3.3004 -0.14 0.42 -0.19 0.37
H 5.9978 -1.0728 4.1525 -0.17 -0.33 -0.11 0.32
H 6.8092 3.5881 0.6525 0.15 -0.12 1.04 0.26
H 7.3326 2.1286 1.4893 0.13 0.32 0.10 0.31
H 7.3917 3.6376 2.4274 -0.40 0.00 -0.48 0.41
H 4.3912 5.0924 1.9212 -0.26 -0.53 0.29 0.43
H 2.9123 3.9556 1.9959 0.96 0.34 0.10 0.13
H 3.9344 4.0447 0.5945 0.01 0.05 0.27 0.20
H 5.8053 1.4935 4.2537 -0.40 0.96 -0.68 0.21
H 4.1910 2.0091 4.4813 0.44 0.57 -0.92 0.29
H 5.4855 3.1899 4.5633 0.04 0.28 -0.26 0.41


| no. | largest force on an atom (eV Å⁻¹) |
| --- | --- |
| 1 | 4.41 |
| 2 | 4.83 |